[1]
A molecular structure, C41H32F9O2P2Ti at a distorted geometry, computed with the ωB97M-V functional and the def2-TZVPD basis.

```
87
Properties=species:S:1:pos:R:3:forces:R:3
Ti -0.36808 -0.55559 0.17772 1.8 -3.6 -0.1
P 0.93608 0.28827 2.17575 1.0 0.3 2.3
C -1.74447 0.78020 0.48446 -6.4 7.0 1.3
O -2.51975 1.64658 0.64263 3.9 -4.5 -0.8
P -0.64388 -0.25606 -2.27974 -0.6 -0.3 -2.5
C -0.21481 0.74647 3.53770 -0.5 -0.4 -0.1
C 2.14957 1.62697 2.29625 0.4 0.5 -0.9
C 1.83674 -1.19403 2.79982 -0.1 -0.4 -0.5
C -0.87133 -1.97807 -2.89208 0.0 -0.2 0.4
C -2.18947 0.56355 -2.81451 -0.3 0.5 0.4
C 0.62472 0.46252 -3.36223 0.7 0.3 0.4
C -0.45875 -0.11328 4.61532 0.1 0.1 -0.2
C -1.41207 0.22556 5.57457 0.0 0.0 0.1
C -2.10869 1.43129 5.48927 0.1 -0.1 -0.2
C -1.86034 2.29589 4.41756 0.0 -0.1 0.0
C -0.92492 1.95216 3.44439 -0.2 -0.2 -0.1
H 0.08611 -1.05245 4.69885 -0.2 0.2 0.0
H -1.61702 -0.47344 6.38663 0.1 0.3 -0.2
H -2.85094 1.68985 6.24681 0.2 -0.1 -0.3
H -2.41508 3.23019 4.32951 0.2 -0.2 0.0
H -0.76718 2.61143 2.58972 0.0 0.0 0.3
C 1.19142 -2.42883 2.64931 0.3 0.0 0.0
C 1.74184 -3.60304 3.15385 0.1 0.1 -0.1
C 2.99014 -3.57205 3.77034 -0.1 0.2 0.0
C 3.66916 -2.35416 3.88553 -0.1 0.1 -0.1
C 3.10570 -1.16755 3.39417 0.0 0.0 0.1
H 0.24790 -2.48674 2.13151 0.1 0.0 0.2
H 1.19679 -4.53830 3.06032 0.1 0.2 0.0
H 3.42088 -4.49916 4.15362 -0.1 0.4 -0.1
H 4.64834 -2.32695 4.36504 -0.3 0.0 -0.2
H 3.64422 -0.22398 3.47926 -0.1 -0.3 0.1
C 2.37474 2.29457 3.50947 -0.1 0.0 0.0
C 3.33247 3.30623 3.59090 0.0 -0.1 -0.2
C 4.07972 3.66068 2.46360 -0.3 -0.3 -0.1
C 3.85450 2.99600 1.25112 0.1 0.1 0.0
C 2.89519 1.98715 1.15616 -0.1 0.1 0.5
H 1.79442 2.03602 4.39593 0.2 0.1 -0.2
H 3.48892 3.81642 4.54041 0.0 -0.1 -0.2
H 4.83104 4.45116 2.53148 -0.3 -0.3 -0.1
H 4.43886 3.27175 0.37164 -0.2 -0.1 0.2
H 2.72222 1.47343 0.20800 0.1 0.2 0.1
C -2.24306 1.66000 -3.68812 0.0 -0.2 0.1
C -3.47864 2.23883 -3.99924 0.0 0.0 0.0
C -4.66024 1.75854 -3.42691 0.2 -0.1 0.0
C -4.60326 0.68708 -2.53147 0.2 0.0 -0.1
C -3.37614 0.10038 -2.23678 -0.1 0.3 0.0
H -1.32596 2.05711 -4.11993 -0.2 -0.1 0.0
H -3.51568 3.08065 -4.69200 0.0 -0.3 0.2
H -5.62288 2.21496 -3.66560 0.4 -0.1 0.0
H -5.50534 0.31028 -2.05212 0.2 0.1 -0.2
H -3.33966 -0.70989 -1.52441 0.0 0.1 -0.3
C -0.18079 -3.02123 -2.26065 -0.2 0.1 -0.2
C -0.36780 -4.33525 -2.68127 0.2 -0.1 0.0
C -1.21207 -4.62809 -3.75290 0.0 0.3 0.1
C -1.90401 -3.59039 -4.38324 0.1 0.0 0.1
C -1.73952 -2.27231 -3.95387 -0.1 0.0 0.1
H 0.50400 -2.81590 -1.43105 -0.1 -0.1 -0.2
H 0.15198 -5.14557 -2.16901 -0.1 0.2 -0.2
H -1.33638 -5.66222 -4.08031 0.0 0.4 0.1
H -2.58524 -3.80776 -5.20638 0.2 0.1 0.2
H -2.30868 -1.47338 -4.43033 0.2 -0.2 0.1
C 0.95365 -0.11065 -4.59798 0.0 0.1 0.0
C 1.88748 0.51373 -5.42881 0.0 0.1 0.2
C 2.51746 1.69439 -5.02506 -0.3 -0.1 0.2
C 2.20952 2.24998 -3.77671 0.0 0.0 0.0
C 1.27630 1.63812 -2.93975 0.0 -0.3 -0.4
H 0.47919 -1.03969 -4.91347 0.1 0.3 0.0
H 2.12283 0.07113 -6.39617 0.0 0.1 0.3
H 3.24544 2.18057 -5.67890 -0.3 -0.2 0.3
H 2.69754 3.17064 -3.45662 -0.1 -0.2 -0.1
H 1.04376 2.06891 -1.96319 0.1 0.0 -0.2
H 2.77423 -3.96969 -0.43446 0.2 0.2 -0.1
H 3.28123 -3.46927 -0.67540 -0.2 -0.2 0.1
F -1.94345 -4.63789 -0.18197 -0.2 0.5 1.1
C -2.01815 -4.22746 1.10972 0.9 -2.4 -0.4
F -2.82961 -5.07901 1.76382 0.4 1.3 -0.4
F -0.76888 -4.37625 1.62774 -0.9 0.1 -0.4
C -2.40391 -2.74196 1.16798 -0.1 -0.2 -0.1
O -1.34362 -2.03614 0.58117 -0.6 0.9 0.3
C -3.69531 -2.48718 0.37862 -1.8 0.0 -1.7
F -3.47253 -2.72088 -0.94847 -0.2 0.2 1.3
F -4.75029 -3.24514 0.75308 1.5 0.8 -0.2
F -4.05994 -1.17352 0.49182 0.3 -1.1 0.0
C -2.63398 -2.26638 2.60867 0.0 0.7 2.5
F -3.77126 -2.69671 3.20115 1.2 0.3 -1.1
F -1.59530 -2.64304 3.41339 -1.2 0.3 -0.9
F -2.66611 -0.90076 2.60832 0.1 -1.0 0.0
```
Positions in Å, forces in eV/Å.

Total charge   +2
Frontier orbital gap (spin up / spin down)   5.8 / 6.0 eV
Molecular weight   837.50 Da
E   -4162.5032 Eh
2S+1   2
HOMO energy (spin up / spin down)   -14.32 / -14.28 eV
⟨S²⟩   0.76

Here are the Löwdin charges for atoms 1 to 4, given in e: atom 1 (Ti): 0.79, atom 2 (P): 1.06, atom 3 (C): -0.09, atom 4 (O): 0.22

[2]
3 unconnected molecules or ions with the total composition C18H34BrFN3O7PS at a distorted geometry, computed with the ωB97M-V functional and the def2-TZVPD basis.

```
66
Properties=species:S:1:pos:R:3:forces:R:3
C 0.19060 1.80304 3.10419 0.4 0.0 -0.3
C 0.68700 1.65861 1.64621 -0.9 0.0 0.4
C -0.08973 0.58364 0.84831 0.4 0.1 0.0
N 0.77212 -0.29275 0.06264 0.3 -0.2 0.1
C -1.22568 1.20458 -0.00785 1.5 -0.6 -0.4
O -2.41408 0.42826 0.12598 0.1 0.4 0.2
C -3.55284 1.05797 0.68019 -1.2 -0.8 -0.4
C -4.52784 -0.09758 1.01698 0.5 0.1 0.2
C -4.28453 -0.86785 2.31146 -0.4 -0.6 -0.6
S -2.69515 -1.72104 2.53155 -0.2 0.2 0.5
C -2.35157 -2.46467 1.00924 -0.5 0.5 0.3
N -1.15821 -2.78215 0.71880 1.2 -0.3 -0.4
N -1.21324 -3.36678 -0.54349 1.2 -0.2 0.1
C -2.42132 -3.34112 -0.89988 -0.8 0.2 0.1
O -3.23298 -2.78298 0.04656 -0.6 0.0 -0.1
C -3.28097 1.83432 1.95031 0.4 0.7 0.3
O -4.53706 2.18944 2.51309 -0.2 -0.4 -0.1
O -4.22936 2.83346 3.74176 0.2 0.5 0.2
C -4.28219 1.90642 -0.39614 0.3 0.4 0.7
C -3.69380 3.26761 -0.73818 -0.1 -0.3 -0.6
F -4.36199 1.11206 -1.52464 0.0 -0.2 -0.5
P -0.93920 1.25277 -1.87124 -0.8 0.8 -0.2
O -0.78100 -0.29627 -2.35093 0.3 0.1 0.2
Br 1.10812 2.18680 -1.91706 -0.1 -0.3 0.0
H -0.42880 2.68480 3.22994 -0.2 0.1 0.1
H -0.36152 0.93328 3.44726 -0.2 -0.2 0.0
H 1.04749 1.88664 3.76230 0.1 0.2 0.2
H 1.73914 1.41474 1.65935 0.3 -0.1 -0.1
H 0.56927 2.62558 1.16299 0.3 0.1 -0.2
H -0.59517 -0.05298 1.56514 -0.2 -0.1 0.1
H 0.94501 -1.17109 0.53153 -0.2 -0.1 0.0
H 1.67850 0.11893 -0.11585 -0.1 0.1 -0.1
H -1.32462 2.25369 0.25688 -0.4 0.1 0.1
H -4.53400 -0.80372 0.19781 0.1 0.0 -0.3
H -5.52594 0.31762 1.06865 -0.3 0.0 0.2
H -5.05404 -1.63063 2.37028 -0.2 -0.1 0.0
H -4.41726 -0.26654 3.19977 0.2 0.3 0.2
H -2.85881 -3.67859 -1.81517 -0.2 -0.1 -0.2
H -2.69590 1.26393 2.66680 0.0 -0.4 0.0
H -2.73097 2.75824 1.78753 0.1 0.1 -0.1
H -4.69118 2.30550 4.40674 -0.1 -0.2 -0.2
H -5.30432 2.05279 -0.06576 -0.2 0.0 0.2
H -3.20700 3.19654 -1.70569 0.2 0.0 -0.1
H -4.49663 3.98403 -0.84838 -0.1 0.3 0.1
H -2.96764 3.63380 -0.02728 0.0 0.1 0.2
H -1.65248 -0.70301 -2.25204 0.0 -0.1 -0.1
C 5.24175 -0.51185 -3.33568 0.2 0.1 0.1
C 4.83628 0.93622 -3.44516 0.0 0.0 0.0
C 3.69778 1.25239 -4.38378 0.1 0.2 0.1
O 5.38857 1.80163 -2.80595 0.0 0.0 0.0
H 6.05951 -0.60497 -2.62547 0.0 0.0 0.0
H 4.39956 -1.10565 -2.98064 0.0 -0.1 -0.1
H 5.56906 -0.88374 -4.30911 -0.1 0.0 0.0
H 2.80162 0.71792 -4.06677 0.0 -0.1 -0.1
H 3.95436 0.96074 -5.40385 -0.1 -0.1 0.0
H 3.49704 2.32121 -4.36184 0.0 0.0 0.0
C 5.19874 -4.09457 -0.91314 -0.1 0.1 -0.1
C 5.09062 -2.82773 -0.09803 0.0 0.0 0.0
C 5.74709 -2.83158 1.26182 -0.1 0.2 0.0
O 4.50641 -1.85608 -0.51520 -0.1 0.0 0.0
H 4.68724 -3.95873 -1.86334 0.0 0.0 0.0
H 6.24750 -4.32854 -1.10296 0.0 -0.1 0.1
H 4.73710 -4.92472 -0.37662 0.1 -0.1 0.0
H 6.81783 -3.01450 1.15964 0.0 -0.1 0.0
H 5.30775 -3.61079 1.88653 0.1 -0.1 0.0
H 5.59597 -1.86607 1.73883 0.0 0.0 0.0
```
Positions in Å, forces in eV/Å.

SMILES   CC[C@H](N)[C@H](O[C@@](CCSc1nnco1)(COO)[C@@H](C)F)P(O)Br.CC(C)=O.CC(C)=O
Frontier orbital gap   8.3 eV
Molecular weight   566.43 Da
E   -4810.5057 Eh
HOMO energy   -8.03 eV

Here are the natural (NBO) charges for atoms 1 to 4, given in e: atom 1 (C): -0.62, atom 2 (C): -0.40, atom 3 (C): -0.09, atom 4 (N): -0.85

> Look up the molecular weight of the second one.

566.43 Da

> Among the records above, which one has the highest molecular weight?

C41H32F9O2P2Ti